Below is a 2-piece molecular cluster, C9H18O2P overall, with properties calculated with wB97M-V/def2-TZVPD.

Summary:
Kohn-Sham gap   9.828 eV
LUMO   -3.03 eV
Max |F|   0.0847 Eh/bohr
Total charge   +1
ΔE to the lowest compared entry with this formula, charge and spin   0.00 kcal/mol
E_HOMO   -12.9 eV

Atoms and positions in Å:
P  -0.6485  -0.7722  0.4010
O  -2.1621  1.9844  -0.5792
O  0.3811  1.5497  -1.3664
C  2.0474  2.6183  -2.7350
C  0.3272  -2.0193  2.5950
C  0.8645  -0.0284  1.0913
C  1.3898  -1.1736  1.8696
C  -2.6927  1.1181  0.1823
C  0.7954  2.5635  -1.9372
C  -0.6500  -2.2414  1.4472
C  -0.4877  -1.3034  -1.3703
C  -2.2264  -0.0617  0.6169
H  1.5415  0.2960  0.3780
H  -2.8365  -0.7589  1.3351
H  2.1207  -0.7666  2.5417
H  -0.1985  -1.5476  3.5446
H  -1.1293  1.8444  -0.8389
H  1.9687  -1.7862  1.1979
H  1.9232  2.5223  -3.7929
H  0.4732  -1.6032  -1.8127
H  0.7653  0.9206  1.6719
H  -0.2173  -2.9175  0.7431
H  -0.9881  -2.1761  -1.3704
H  2.6060  1.5961  -2.5384
H  0.2916  3.5095  -1.9187
H  0.6198  -3.0225  2.9461
H  -1.7417  -2.6209  1.5661
H  -1.0961  -0.5739  -1.8944
H  -3.6945  1.3894  0.4052
H  2.6539  3.4610  -2.3786

Atom charges from the Mulliken analysis, given in e for atoms 1 to 8: number 1, P, carries 1.1293; number 2, O, carries -0.4730; number 3, O, carries -0.5986; number 4, C, carries -1.1251; number 5, C, carries -0.5507; number 6, C, carries -0.4943; number 7, C, carries -0.9087; number 8, C, carries -0.0312

=====

Below is a 2-piece molecular cluster, C9H18SSi overall, with properties calculated with wB97M-V/def2-TZVPD.

Summary:
Kohn-Sham gap   7.942 eV
LUMO   0.10 eV
Max |F|   0.0892 Eh/bohr
ΔE to the lowest compared entry with this formula, charge and spin   88.32 kcal/mol
E_HOMO   -7.8 eV

Atoms and positions in Å:
S  -0.5968  -0.3271  -3.9289
Si  -1.2683  -0.3702  -1.8551
C  -1.4496  -3.1547  -1.9306
C  2.1093  0.0843  1.5339
C  3.1451  -0.5524  2.5258
C  -0.1022  0.8253  -0.9034
C  0.4446  1.9313  1.3917
C  1.1590  0.9605  2.3198
C  -0.3823  1.1599  0.3568
C  -1.2343  -2.0677  -1.1272
C  -3.7451  0.7645  -1.9804
H  0.4043  0.4316  -3.5803
H  3.8143  -1.1586  1.8370
H  0.8700  1.1431  -1.3549
H  -1.8981  -3.0003  -2.8962
H  -1.2890  0.7314  0.7928
H  1.7668  1.6781  2.9880
H  -4.3503  -0.1410  -1.9867
H  2.5076  0.6558  0.6125
H  0.5166  0.2591  2.8205
H  2.6545  -1.2394  3.2086
H  -1.4870  -4.1312  -1.5494
H  1.6363  -0.7547  0.9675
H  1.2291  2.5610  0.9329
H  -0.1815  2.8213  1.8747
H  3.7643  0.2588  2.7566
H  -3.4424  1.1797  -0.9742
H  -0.8400  -2.0480  -0.0820
H  -3.7546  1.4995  -2.7697

Atom charges from the Mulliken analysis, given in e for atoms 1 to 8: number 1, S, carries -0.3230; number 2, Si, carries 0.3066; number 3, C, carries -0.7311; number 4, C, carries -0.2664; number 5, C, carries -1.3191; number 6, C, carries -0.1029; number 7, C, carries -1.0328; number 8, C, carries -0.3891

=====

Below is C9H19BeCl4NO17 as an isolated structure, with properties calculated with wB97M-V/def2-TZVPD.

Summary:
Kohn-Sham gap (alpha / beta)   5.026 / 6.216 eV
LUMO (alpha / beta)   5.63 / 5.63 eV
Max |F|   0.0943 Eh/bohr
Total charge   -3
Multiplicity   2
ΔE to the lowest compared entry with this formula, charge and spin   1.76 kcal/mol
⟨S²⟩   0.751
E_HOMO (alpha / beta)   0.6 / -0.6 eV

Atoms and positions in Å:
Cl  -0.9424  -1.8761  3.7517
Cl  2.9534  -3.6140  0.2589
Cl  0.2960  2.6841  3.0915
Cl  4.2748  -1.4355  4.1875
O  -0.9401  -3.1666  4.2357
O  -0.9271  -2.0718  2.3340
O  0.5100  2.4080  4.4843
O  5.3783  -2.0118  3.4128
O  -0.9447  2.1162  2.6600
O  -0.5910  0.5045  0.1362
O  4.9687  -0.5417  5.1053
O  -2.0300  -1.0902  4.2121
O  3.4827  -2.5267  4.7411
O  2.2725  -2.4926  -0.4206
O  2.9890  -4.7485  -0.5780
O  4.2829  -3.1387  0.5151
O  0.2803  4.0627  2.9424
O  2.2491  -3.8646  1.5465
O  3.5609  -0.7083  3.1657
O  0.2223  -1.0830  4.1360
O  1.3764  2.1519  2.1888
N  -0.6401  0.4821  -1.1890
C  1.0840  2.1216  -1.5513
C  -1.7057  -0.4671  -1.6805
C  -1.1161  -1.9350  -1.5155
C  -0.4818  1.5349  -3.3379
C  -3.0269  -0.1986  -0.8966
C  -0.3687  1.7707  -1.8063
C  -2.0039  -0.3961  -3.2581
C  -1.2252  2.8957  -1.2153
C  -1.7552  0.9083  -3.9550
Be  1.3702  -0.5868  1.4365
H  -1.7853  -2.7524  -1.7840
H  -1.3375  1.0571  0.3793
H  0.4414  1.0625  -3.6735
H  -0.9365  -2.2790  -0.4969
H  -1.5125  0.8374  -5.0153
H  -2.8870  -0.1952  0.1843
H  -0.8237  3.2073  -0.2511
H  -0.2393  -2.1287  -2.1334
H  -3.0446  -0.5736  -3.5289
H  -2.6374  1.5345  -3.8221
H  1.9347  1.4415  -1.5961
H  -0.3777  2.5423  -3.7408
H  -3.4290  0.7761  -1.1730
H  -3.7599  -0.9853  -1.0749
H  1.3294  2.9126  -2.2599
H  -1.4754  -1.1782  -3.8031
H  -1.2111  3.8541  -1.7343
H  1.1805  2.5132  -0.5386
H  -2.2817  2.6667  -1.0757

Atom charges from the Mulliken analysis, given in e for atoms 1 to 8: number 1, Cl, carries 1.7816; number 2, Cl, carries 1.5761; number 3, Cl, carries 1.7322; number 4, Cl, carries 1.6349; number 5, O, carries -0.6730; number 6, O, carries -0.6895; number 7, O, carries -0.6790; number 8, O, carries -0.7158

=====

Below is an isolated ion of composition C9H19BrN and charge +1, with properties calculated with wB97M-V/def2-TZVPD.

Summary:
SMILES   C[C@@H](Br)C[C@H]1CCCC[N@H+]1C
Kohn-Sham gap   10.354 eV
LUMO   -2.88 eV
Max |F|   0.0378 Eh/bohr
Total charge   +1
ΔE to the lowest compared entry with this formula, charge and spin   8.52 kcal/mol
E_HOMO   -13.2 eV

Atoms and positions in Å:
Br  2.6581  -0.1244  -2.2274
N  -1.2363  0.9441  0.0011
C  3.6251  -0.3873  0.4475
C  -1.8096  -1.6326  -0.8487
C  -0.0432  0.3054  -0.6377
C  1.1771  0.1711  0.3215
C  -2.3386  -1.2453  0.5721
C  2.5501  0.4504  -0.3461
C  -0.3764  -1.1130  -1.2044
C  -1.0003  2.3553  0.4289
C  -1.7688  0.1056  1.1118
H  -2.4980  -1.2042  -1.6014
H  -1.8167  -2.7191  -1.0086
H  -0.2934  -1.0788  -2.3014
H  -2.6059  0.6088  1.6163
H  2.8435  1.5053  -0.3090
H  -1.9190  2.6720  0.9510
H  1.2295  -0.8471  0.7397
H  -0.1859  2.4577  1.1487
H  1.1233  0.8325  1.2070
H  -3.4366  -1.2099  0.4960
H  3.3107  -0.4741  1.4957
H  4.6068  0.0804  0.3185
H  0.2483  0.9762  -1.4628
H  -0.9110  3.0074  -0.4477
H  -1.0030  -0.1066  1.8660
H  -1.9962  0.9891  -0.6800
H  0.3437  -1.8729  -0.8768
H  -2.1235  -2.0715  1.2662
H  3.6463  -1.3746  -0.0363

Atom charges from the Mulliken analysis, given in e for atoms 1 to 8: number 1, Br, carries -0.1265; number 2, N, carries 0.0068; number 3, C, carries -1.2824; number 4, C, carries -0.8271; number 5, C, carries 0.0977; number 6, C, carries -1.4998; number 7, C, carries -0.5706; number 8, C, carries -0.1755

=====

Below is a 2-piece molecular cluster, C9H19ClN3O2 overall, with properties calculated with wB97M-V/def2-TZVPD.

Summary:
Kohn-Sham gap   8.570 eV
LUMO   -2.57 eV
Max |F|   0.1085 Eh/bohr
Total charge   +1
E_HOMO   -11.1 eV

Atoms and positions in Å:
Cl  -3.1884  -0.6724  -0.4808
O  -0.9882  1.8270  0.9638
O  2.5764  -0.1379  1.8916
N  0.8244  0.1298  0.4785
N  0.4320  -1.6587  -1.9399
N  -0.3299  -0.3049  -0.1638
C  -1.1906  3.0003  0.1658
C  0.7621  2.6372  2.3005
C  0.0342  -2.4442  -3.0905
C  -0.2683  1.7284  2.0827
C  -1.9207  -1.3667  -1.5636
C  -0.7880  0.6833  2.9718
C  1.5609  -0.6013  1.1910
C  1.8597  -1.5925  -1.7416
C  -0.5069  -1.0908  -1.2114
H  -2.2036  -1.1533  -2.5257
H  0.9226  -2.9233  -3.5220
H  2.2919  -1.3077  -2.7185
H  0.0269  -0.0328  3.2300
H  2.3186  -1.0967  -0.8752
H  -0.7856  -3.1476  -2.9246
H  -1.9586  2.6992  -0.4901
H  -1.2191  -0.0057  0.3735
H  -0.4204  -1.7816  -3.8190
H  -1.6919  0.2265  2.4095
H  1.3686  2.5268  3.1148
H  -2.0327  -2.4257  -1.4044
H  -1.3368  1.1842  3.8173
H  2.2017  -2.6935  -1.8176
H  2.9398  0.7633  1.5853
H  -0.3039  3.4061  -0.3017
H  1.4338  -1.6348  1.3830
H  -1.5333  3.8043  0.8863
H  1.1133  3.4558  1.7450

Atom charges from the Mulliken analysis, given in e for atoms 1 to 8: number 1, Cl, carries -0.1978; number 2, O, carries -0.2157; number 3, O, carries -0.4565; number 4, N, carries -0.9160; number 5, N, carries 0.0714; number 6, N, carries 0.3233; number 7, C, carries -0.9173; number 8, C, carries -1.4545

=====

Below is C9H19F5O10SSi2 as an isolated structure, with properties calculated with wB97M-V/def2-TZVPD.

Summary:
Kohn-Sham gap   10.690 eV
LUMO   0.18 eV
Max |F|   0.0580 Eh/bohr
E_HOMO   -10.5 eV

Atoms and positions in Å:
S  -3.2304  0.9256  -1.7725
Si  -2.1050  -0.0150  -0.1366
Si  0.5244  0.8980  -0.5569
F  -0.5143  2.5024  1.8777
F  1.6702  0.5122  -1.5950
F  1.3577  3.5590  1.4364
F  1.4843  0.1306  1.9064
F  2.6861  1.5840  0.8116
O  -0.5241  -0.3792  -0.5518
O  3.4634  2.1555  5.2770
O  -0.1270  2.3139  -1.0530
O  -0.3551  -3.3929  -6.2441
O  -3.9797  2.0039  -1.1611
O  3.3262  0.1417  6.2950
O  3.4293  2.0908  7.4349
O  -1.8740  -1.9514  -5.3933
O  -2.0029  -4.0337  -4.8349
O  -2.3923  1.4389  -2.8458
C  3.4407  1.4829  4.0173
C  -1.2321  -0.9000  -6.1172
C  -1.5096  -5.3718  -4.9191
C  3.3992  1.3412  6.3327
C  -4.3896  -0.2227  -2.5764
C  -1.3128  -3.1501  -5.5608
C  3.3668  1.3460  8.6520
C  0.8311  2.4345  1.9295
C  1.4039  1.2273  1.1122
H  -1.5626  -5.7374  -5.9433
H  -4.0614  -0.3323  -3.6093
H  2.5134  0.9295  3.8959
H  -4.3571  -1.2103  -2.1115
H  4.2211  0.6764  8.7375
H  1.1102  2.3217  2.9801
H  -1.7681  0.0208  -5.9020
H  -2.1482  -5.9881  -4.2919
H  -1.2733  -1.0872  -7.1890
H  2.4356  0.7849  8.7124
H  -2.2532  0.7741  1.0917
H  4.2993  0.8213  3.9171
H  -5.3839  0.2170  -2.5301
H  3.4977  2.2379  3.2369
H  3.3990  2.0633  9.4675
H  -0.2004  -0.7844  -5.7895
H  -2.7864  -1.2967  0.1291
H  -0.4882  -5.4292  -4.5467
H  -0.0278  2.3472  -2.0192

Atom charges from the Mulliken analysis, given in e for atoms 1 to 8: number 1, S, carries 1.2486; number 2, Si, carries 0.5039; number 3, Si, carries 0.4003; number 4, F, carries -0.2556; number 5, F, carries -0.2412; number 6, F, carries -0.2577; number 7, F, carries -0.3041; number 8, F, carries -0.3053

=====

Below is a 2-piece molecular cluster, C9H19INO overall, with properties calculated with wB97M-V/def2-TZVPD.

Summary:
Kohn-Sham gap   6.886 eV
LUMO   3.08 eV
Max |F|   0.0427 Eh/bohr
Total charge   -1
ΔE to the lowest compared entry with this formula, charge and spin   0.00 kcal/mol
E_HOMO   -3.8 eV

Atoms and positions in Å:
I  -11.4347  1.3730  3.5045
O  -9.2118  2.0484  0.9651
N  -9.9605  2.1800  -0.2139
C  -8.1721  0.8439  -1.3866
C  -10.5666  3.7604  -1.9883
C  -8.4273  4.1708  -0.6999
C  -9.6656  1.0646  -1.0788
C  -10.6428  4.3170  0.4335
C  -10.4157  1.3271  -2.4581
C  -10.3064  -0.1535  -0.4678
C  -9.8735  3.5809  -0.6365
C  -10.1309  2.6870  -3.0270
H  -11.2822  0.0910  -0.0709
H  -7.5865  0.7502  -0.4829
H  -9.6138  -0.4720  0.3111
H  -8.0521  -0.1056  -1.9766
H  -11.6665  3.7222  -1.8943
H  -7.8983  1.6356  -2.0292
H  -10.2922  0.4763  -3.1495
H  -10.3359  -0.9164  -1.2419
H  -7.7023  3.6830  -1.3075
H  -11.5499  3.7897  0.7938
H  -10.3069  4.7515  -2.3868
H  -9.0269  2.7877  -3.2000
H  -8.0110  4.1390  0.3359
H  -10.7433  5.3714  0.1751
H  -11.4757  1.2116  -2.2007
H  -10.5371  2.9737  -4.0109
H  -9.8286  1.8397  1.6723
H  -10.0161  4.2950  1.3363
H  -8.5118  5.2259  -0.9404

Atom charges from the Mulliken analysis, given in e for atoms 1 to 8: number 1, I, carries -0.8371; number 2, O, carries -0.3766; number 3, N, carries 0.4699; number 4, C, carries -1.7140; number 5, C, carries -1.1903; number 6, C, carries -1.6218; number 7, C, carries 1.4312; number 8, C, carries -1.8341

=====

Below is a 2-piece molecular cluster, C9H19N3 overall, with properties calculated with wB97M-V/def2-TZVPD.

Summary:
Kohn-Sham gap (alpha / beta)   6.858 / 6.857 eV
LUMO (alpha / beta)   0.51 / 0.51 eV
Max |F|   0.0768 Eh/bohr
ΔE to the lowest compared entry with this formula, charge and spin   121.89 kcal/mol
E_HOMO (alpha / beta)   -6.3 / -6.3 eV

Atoms and positions in Å:
N  1.3982  2.1547  0.6637
N  0.5235  1.3098  -0.0005
N  2.6947  -0.1744  -0.3076
C  -0.1276  0.3634  0.6597
C  -2.6019  0.3235  -0.1042
C  -0.8347  -1.3624  -1.1059
C  2.2362  -1.0648  0.4433
C  -0.1216  2.1861  -1.0361
C  -1.2764  -0.5090  0.1432
C  -1.6456  -1.4617  1.2632
C  2.1385  0.3723  -1.3890
C  2.1557  -1.9353  1.4175
H  1.7464  1.6215  1.4670
H  1.4654  -1.8907  2.3119
H  2.7324  -2.9066  1.5307
H  0.6562  2.7278  -1.6940
H  -2.1472  -2.3612  1.0546
H  -1.0805  -0.9026  -2.1120
H  0.2903  0.1078  1.6726
H  -1.5702  -2.2478  -1.1253
H  1.4815  -0.1726  -2.0993
H  -0.6766  -1.7589  1.7853
H  -2.2583  -0.9168  1.9809
H  2.0063  2.6553  -0.0051
H  0.2111  -1.5201  -0.8651
H  -0.8087  2.8206  -0.4686
H  -2.6224  0.7435  -1.1236
H  -3.4243  -0.2974  0.0383
H  2.6986  1.2418  -1.7609
H  -2.4566  1.2385  0.4362
H  -0.7823  1.6158  -1.6710

Atom charges from the Mulliken analysis, given in e for atoms 1 to 8: number 1, N, carries -0.8207; number 2, N, carries 0.7313; number 3, N, carries -0.2995; number 4, C, carries -1.3832; number 5, C, carries -1.8238; number 6, C, carries -1.3712; number 7, C, carries 0.8115; number 8, C, carries -1.0315